The following is a quantum chemistry calculation of a structure of composition C5H8BrClGdO2Si in a non-equilibrium geometry, from OMol25.

```
19
Properties=species:S:1:pos:R:3:forces:R:3:mulliken_charge:R:1
C -0.6056 2.2179 0.6771 0.4 -1.3 -0.1 -1.014
Si -0.4854 0.3496 0.6114 -0.3 1.5 0.3 0.364
C 1.3715 -0.2430 0.3441 -0.3 -1.7 -0.2 -0.381
C 1.8444 -1.2227 1.4175 -1.7 2.9 1.1 0.211
O 1.4322 -1.3383 2.4981 0.5 -0.6 -0.2 -0.188
Cl 3.3122 -2.4404 0.9919 3.3 1.5 0.7 -0.059
C -1.6975 -0.1879 -0.8420 0.9 -0.3 0.6 -0.513
C -1.1314 -0.1894 -2.2085 -0.2 2.2 1.7 0.315
O -1.3168 -1.1210 -2.8936 0.0 -2.1 -2.1 -0.081
Br -0.1187 1.1904 -2.9900 -0.1 0.0 -0.2 0.246
H 0.3652 2.6794 0.7430 0.3 0.4 0.1 0.381
H -1.1191 2.5866 -0.1885 -0.3 0.3 -0.5 0.412
H -1.1956 2.4458 1.5467 -0.2 0.3 0.5 0.352
H -0.9919 -0.2993 1.8309 0.0 -0.3 -0.2 -0.027
H 2.0362 0.6037 0.2878 0.5 0.4 0.2 0.463
H 1.4611 -0.7354 -0.6247 0.3 0.0 -0.4 0.298
H -2.5382 0.4936 -0.7896 -0.2 0.5 -0.1 0.424
H -2.0784 -1.1785 -0.6436 -0.3 -0.4 0.0 0.464
Gd 1.4558 -3.6109 0.2318 -2.7 -3.3 -1.3 1.334
```
Forces are in eV/Å.

## Properties
2S+1	8
total charge	+3
largest force on an atom	0.0863	hartree/bohr
HOMO energy (spin up / spin down)	-21.649 / -20.575	eV
DFT total energy	-120651.6952	eV
Kohn-Sham gap (spin up / spin down)	8.316 / 5.113	eV

---

The following is a quantum chemistry calculation of a cluster of 2 separate species, C5H8BrClO in total in a non-equilibrium geometry, from OMol25.

```
16
Properties=species:S:1:pos:R:3:forces:R:3:mulliken_charge:R:1
C -0.0227 0.9420 0.6172 2.8 1.2 -0.3 0.020
C -1.8452 -0.5369 0.8082 -0.1 0.9 -2.2 -1.431
C -0.6914 -0.0755 -1.5664 -1.7 -0.8 0.6 -1.109
C -0.5753 -0.2212 -0.0190 -0.9 -1.7 -0.1 0.999
C 2.6887 0.4163 0.5765 -2.1 -1.1 -1.4 -0.348
O -0.2744 2.0279 0.9361 -0.4 -0.1 0.1 -0.312
Cl 3.4124 1.3472 -0.6903 0.0 0.0 0.3 -0.137
Br 2.6737 -1.5352 0.1594 0.2 1.1 0.4 -0.171
H -2.5289 -1.1641 0.2216 -0.2 0.7 0.2 0.345
H -1.6136 -1.0589 1.6687 0.7 -1.2 1.8 0.423
H -2.1170 0.4529 1.1220 -1.7 0.1 0.1 0.353
H -0.8052 -1.1104 -2.1312 0.2 2.2 1.5 0.258
H -1.6753 0.5259 -1.6321 1.8 -0.6 -0.9 0.338
H 0.2474 0.4066 -1.8552 -0.6 0.2 -0.6 0.359
H 0.0693 -1.0116 0.2337 1.3 -1.1 -0.2 0.023
H 3.0577 0.5949 1.5509 0.5 0.1 0.7 0.391
```
Forces are in eV/Å.

## Properties
ΔE to the lowest compared entry with this formula, charge and spin	314.2	kJ/mol
total charge	0
largest force on an atom	0.0599	hartree/bohr
HOMO energy (spin up / spin down)	-7.317 / -8.051	eV
DFT total energy	-89923.0048	eV
Kohn-Sham gap (spin up / spin down)	6.995 / 8.389	eV

---

The following is a quantum chemistry calculation of a cluster of 2 separate species, C5H8BrN2 in total in a non-equilibrium geometry, from OMol25.

```
16
Properties=species:S:1:pos:R:3:forces:R:3:mulliken_charge:R:1
C 0.2599 -0.6448 -2.2601 -0.3 2.1 1.9 -0.662
C 1.7562 -0.3686 1.8193 2.1 0.9 0.3 -0.368
C -0.5829 0.2557 -1.7285 1.5 1.6 0.3 0.135
C -0.5684 -0.1297 1.1328 -1.1 3.0 -3.1 0.222
C -0.1420 1.3545 -0.7994 1.3 -3.3 0.9 -0.508
N 0.5100 -0.3483 1.5914 2.6 -1.1 1.0 -0.022
N -1.8078 -0.4703 1.2747 -1.9 3.3 -2.0 -0.318
Br 1.7337 1.7555 -0.4467 -2.3 -0.4 -0.6 0.000
H -0.1550 -1.3431 -2.8989 -0.2 -1.5 -1.3 0.318
H 1.2860 -0.6009 -1.9267 0.2 -0.4 -0.4 0.206
H 2.2483 0.4758 2.3527 -0.9 -0.7 0.1 0.349
H 2.5195 -1.1300 1.5271 -1.4 0.2 -0.3 0.295
H -1.6170 0.3071 -2.0220 -0.3 0.0 0.1 0.345
H -0.8604 2.0076 -0.3730 -0.2 1.0 0.1 0.521
H -2.6508 0.1110 0.9403 2.2 -1.5 0.6 0.279
H -1.9291 -1.2314 1.8172 -1.4 -3.0 2.4 0.208
```
Forces are in eV/Å.

## Properties
ΔE to the lowest compared entry with this formula, charge and spin	539.1	kJ/mol
total charge	+1
largest force on an atom	0.0860	hartree/bohr
HOMO energy (spin up / spin down)	-12.507 / -12.629	eV
DFT total energy	-78326.0035	eV
Kohn-Sham gap (spin up / spin down)	6.968 / 7.211	eV

---

The following is a quantum chemistry calculation of an isolated molecule of C5H8BrPS in a non-equilibrium geometry, from OMol25.

```
16
Properties=species:S:1:pos:R:3:forces:R:3:mulliken_charge:R:1
C 0.3117 0.2588 -1.1973 -1.4 -1.0 -1.8 -0.216
C -0.5351 -0.2463 -0.3162 2.6 3.2 4.5 0.364
C 1.3435 1.2914 -0.9307 2.5 1.6 0.0 -0.496
C -0.0109 0.4743 1.5680 -0.2 -0.1 -4.5 -0.941
C -1.7177 -1.0573 -0.2512 -0.3 0.1 3.8 -1.317
P 1.0781 1.8275 0.8548 -1.2 -1.8 -0.2 0.616
S 0.4194 3.6005 0.8931 -0.5 1.0 0.2 -0.420
Br 2.9659 1.5656 1.9171 0.6 -0.2 0.2 -0.248
H 0.0724 -0.0950 -2.2486 0.7 0.7 0.9 0.234
H 2.4830 0.9922 -1.0773 -2.4 0.3 0.2 0.318
H 1.2361 2.3343 -1.4938 -0.1 -2.4 0.9 0.289
H -0.9663 0.8358 1.9317 0.2 0.1 0.3 0.388
H 0.4668 -0.3567 2.0733 0.0 0.1 0.1 0.425
H -2.5761 -0.5794 0.2937 0.6 0.2 -1.2 0.277
H -1.5488 -1.8497 0.5070 0.2 -0.3 -0.9 0.307
H -1.8927 -1.3748 -1.2048 -1.3 -1.4 -2.4 0.422
```
Forces are in eV/Å.

## Properties
ΔE to the lowest compared entry with this formula, charge and spin	250.4	kJ/mol
total charge	0
largest force on an atom	0.1176	hartree/bohr
HOMO energy	-8.748	eV
DFT total energy	-95479.7776	eV
Kohn-Sham gap	9.335	eV

---

Which value of DFT total energy does entry 1 give?
-120651.6952 eV